The following is a DFT calculation (ωB97M-V/def2-TZVPD) of the molecule C7H13NSi.

```
22
Properties=species:S:1:pos:R:3:mulliken_charge:R:1
Si 0.479 -0.796 -0.039 0.460
N -0.663 1.323 2.994 -0.536
C 1.961 -1.250 1.202 -1.105
C 1.126 -0.492 -1.781 -1.050
C -0.307 0.913 0.449 0.406
C -0.948 -2.176 0.238 -1.096
C -1.621 2.760 -0.951 -0.671
C -1.612 1.706 -0.179 -0.226
C -0.448 1.042 1.887 -0.073
H 1.705 -1.955 2.009 0.270
H 2.204 -0.851 -1.943 0.324
H 2.231 -0.237 1.471 0.355
H 1.262 0.631 -1.982 0.279
H 0.562 1.471 0.239 0.191
H -2.458 3.320 -1.185 0.331
H -1.668 -1.698 -0.396 0.281
H -0.640 3.319 -1.274 0.179
H 0.529 -0.966 -2.488 0.341
H -1.458 -2.293 1.222 0.338
H -0.679 -3.204 -0.020 0.354
H -2.438 0.986 -0.119 0.294
H 2.881 -1.556 0.647 0.355
```

As for the orbital gap: 10.8 eV. Its relative energy (zero: lowest compared OMol25 entry of this formula, charge and spin) is 3.105 eV. The molar mass comes out at 139.3 u. The calculation puts the lowest unoccupied orbital energy at 0.69 eV. The calculated total energy comes out at -618.69944 a.u. The SMILES is C=C[C@@H](C#N)[Si](C)(C)C. Its highest occupied orbital energy is -0.3698 Ha.

=====

The following is a DFT calculation (ωB97M-V/def2-TZVPD) of a structure of composition C17H26Br30F3InO2P.

```
80
Properties=species:S:1:pos:R:3:mulliken_charge:R:1
In -1.653 0.343 -1.176 0.889
Br 0.477 -0.200 10.767 -0.028
Br -10.592 -0.263 -3.006 -0.016
Br -2.278 3.679 -7.728 -0.079
Br 2.918 -8.178 2.117 -0.042
Br 5.162 -3.544 3.718 -0.033
Br 2.572 1.135 8.763 -0.024
Br 8.480 -0.200 0.336 -0.051
Br -10.735 2.672 -1.764 -0.027
Br -8.852 2.090 -4.269 -0.010
Br 4.319 3.715 3.498 -0.005
Br -4.246 3.763 -5.193 -0.030
Br 1.345 4.799 3.103 0.009
Br -1.942 1.943 6.359 -0.001
Br 7.430 -4.607 1.738 -0.066
Br 3.472 5.109 0.748 -0.044
Br -1.125 -2.103 -8.476 -0.067
Br -0.357 -4.414 1.487 0.005
Br -4.283 0.290 4.960 -0.029
Br 7.303 0.058 3.293 -0.021
Br 0.620 -7.648 -0.014 -0.042
Br 3.086 -5.622 0.225 0.025
Br -3.223 -0.579 7.824 -0.014
Br 1.763 -2.241 2.431 0.079
Br 0.739 0.124 -7.153 -0.029
Br -0.734 -2.940 4.276 -0.071
Br 7.141 2.493 1.244 -0.012
Br -1.847 -0.910 -5.606 0.068
Br 0.417 -0.942 7.668 0.070
Br 5.257 -2.519 0.700 0.125
Br -1.307 2.705 -4.845 0.056
P -2.555 -2.074 -1.128 0.045
F -5.872 0.639 -2.519 -0.263
F -6.676 1.752 -0.906 -0.344
F -5.442 0.077 -0.509 -0.276
O -1.643 -2.939 -0.263 -0.370
O 1.396 0.806 -1.606 -0.290
C 3.202 5.044 2.655 -0.348
C 0.792 0.423 8.969 -0.225
C -9.630 1.371 -2.661 0.033
C -5.566 1.106 -1.330 0.872
C 5.610 -3.985 1.896 0.272
C 0.272 0.259 -2.322 -0.876
C 2.574 0.090 -1.911 -0.395
C 2.495 -7.449 0.382 -0.372
C -4.369 2.018 -1.285 -0.909
C 8.162 0.974 1.830 -0.324
C -1.057 -0.556 -7.323 -0.250
C 4.149 1.169 -0.225 -0.282
C -0.092 -2.775 2.457 -0.172
C 3.810 0.934 -1.689 -0.590
C -2.764 0.212 6.129 0.082
C -3.226 1.603 -2.235 -0.827
C -2.431 3.919 -5.816 -0.313
H -3.904 -2.123 -0.691 -0.017
H -1.647 0.218 -7.794 0.255
H -2.489 -2.636 -2.442 -0.054
H 4.010 0.277 0.374 0.059
H 2.590 -0.234 -2.947 0.341
H 9.117 1.325 2.189 0.363
H -1.488 0.994 0.470 -0.439
H 3.503 6.004 3.047 0.370
H 2.617 -0.768 -1.236 0.259
H -2.796 2.537 -2.602 0.155
H 5.211 1.394 -0.175 -0.081
H 3.758 1.847 -2.274 0.284
H 4.630 0.351 -2.107 0.326
H 0.100 1.234 8.786 0.224
H 4.964 -4.797 1.594 -0.280
H -2.103 4.924 -5.597 0.386
H -0.662 -1.997 1.961 0.145
H -3.609 1.108 -3.122 0.481
H 3.642 2.018 0.207 0.248
H -3.999 1.982 -0.268 0.331
H -4.743 3.017 -1.479 0.334
H -2.029 -0.431 5.662 -0.054
H 0.189 0.811 -3.265 0.123
H 3.045 -8.023 -0.348 0.392
H -8.813 1.130 -1.994 0.003
H 0.438 -0.787 -2.561 0.384
```

As for the orbital gap: 6.5 eV. The charge is -1. The molar mass comes out at 2862.3 u. The calculation puts the lowest unoccupied orbital energy at 1.42 eV. The calculated total energy comes out at -78865.23384 a.u. Its highest occupied orbital energy is -0.1871 Ha.

=====

The following is a DFT calculation (ωB97M-V/def2-TZVPD) of the molecule C5H8O.

```
14
Properties=species:S:1:pos:R:3:mulliken_charge:R:1
O 1.192 0.750 1.587 -0.521
C -1.276 -0.594 -0.340 -0.591
C -0.667 0.801 -0.217 -0.292
C 0.684 0.820 -0.885 -0.777
C 0.542 0.228 0.481 0.492
C -0.047 -1.181 0.416 -0.607
H -0.317 -1.549 1.409 0.272
H 2.142 0.618 1.467 0.345
H -1.206 1.720 -0.011 0.380
H -1.430 -0.952 -1.364 0.260
H 0.547 -1.944 -0.100 0.274
H -2.208 -0.713 0.217 0.272
H 1.164 1.796 -0.900 0.297
H 0.880 0.200 -1.760 0.197
```

As for the orbital gap: 10.5 eV. Its relative energy (zero: lowest compared OMol25 entry of this formula, charge and spin) is 1.884 eV. The molar mass comes out at 84.1 u. The calculation puts the lowest unoccupied orbital energy at 0.99 eV. The calculated total energy comes out at -270.48865 a.u. The SMILES is O[C@@]12CC[C@@H]1C2. Its highest occupied orbital energy is -0.3511 Ha.

=====

The following is a DFT calculation (ωB97M-V/def2-TZVPD) of a cluster of 2 separate species, C3H8N3 in total.

```
14
Properties=species:S:1:pos:R:3:mulliken_charge:R:1
N -1.096 0.489 -0.833 -0.554
N -0.673 1.159 1.212 -0.160
N -0.491 -0.651 -0.240 0.029
C -0.947 1.519 -0.055 -0.011
C -0.118 -0.109 1.153 -0.456
C 1.182 -1.067 -1.298 -0.519
H -1.256 2.501 -0.335 0.445
H 0.921 -0.288 1.104 0.316
H -0.549 1.724 2.102 0.276
H -0.917 -1.492 -0.453 0.341
H 0.951 -1.666 -2.155 0.321
H -0.517 -0.715 1.971 0.363
H 1.940 -1.413 -0.580 0.335
H 1.569 0.008 -1.594 0.274
```

As for the orbital gap: 8.8 eV. The charge is +1. Its relative energy (zero: lowest compared OMol25 entry of this formula, charge and spin) is 4.786 eV. The molar mass comes out at 86.1 u. The calculation puts the lowest unoccupied orbital energy at -4.89 eV. The calculated total energy comes out at -282.98788 a.u. Its highest occupied orbital energy is -0.5047 Ha.

=====

The following is a DFT calculation (ωB97M-V/def2-TZVPD) of a structure of composition C17H18BrIrNOS2.

```
41
Properties=species:S:1:pos:R:3:mulliken_charge:R:1
Ir 0.891 -0.778 -1.112 0.919
Br -1.244 -0.971 -2.586 -0.107
S 2.258 -1.735 -2.677 -0.162
S 2.982 -0.888 -0.059 -0.399
O 4.709 -1.964 -1.814 -0.243
N -0.270 -1.304 0.554 -0.636
C -1.580 0.892 -2.437 0.774
C -1.660 -1.815 2.707 1.984
C 1.730 2.004 -1.051 -0.352
C -1.993 3.599 -2.248 -0.894
C -0.763 3.061 -1.823 0.754
C 1.510 3.371 -1.002 -1.073
C -3.101 -1.340 2.463 -1.545
C -1.020 -1.054 3.882 -1.541
C -2.769 1.414 -2.885 -0.645
C -0.872 -1.511 1.509 -0.210
C -0.549 1.661 -1.892 0.624
C 0.282 3.895 -1.359 -0.608
C 0.704 1.109 -1.427 0.358
C -2.976 2.792 -2.771 -0.629
C 3.540 -1.576 -1.519 0.679
C -1.603 -3.334 2.940 -1.540
C 5.822 -1.857 -0.866 -0.643
H -2.153 -3.550 3.855 0.399
H -3.528 0.778 -3.320 0.437
H 5.917 -2.819 -0.371 0.310
H 5.634 -1.056 -0.156 0.385
H 2.310 4.027 -0.685 0.421
H 0.008 -1.373 4.051 0.403
H -1.597 -1.275 4.779 0.406
H -3.141 -0.270 2.261 0.391
H -3.913 3.216 -3.105 0.429
H -0.579 -3.684 3.065 0.404
H -3.563 -1.879 1.637 0.395
H -3.676 -1.538 3.366 0.405
H 6.692 -1.646 -1.477 0.263
H -2.069 -3.881 2.121 0.403
H -2.151 4.666 -2.164 0.438
H 0.112 4.964 -1.316 0.453
H 2.707 1.629 -0.787 0.401
H -1.040 0.023 3.719 0.393
```

As for the orbital gap (spin up / spin down): 6.8 / 6.0 eV. The charge is +2. The spin multiplicity is 2. The molar mass comes out at 588.6 u. The calculation puts the lowest unoccupied orbital energy (spin up / spin down) at -7.74 / -9.11 eV. The calculated total energy comes out at -4262.73684 a.u. As for the expectation value of S²: 0.79. Its highest occupied orbital energy (spin up / spin down) is -0.5348 / -0.5545 Ha.

=====

The following is a DFT calculation (ωB97M-V/def2-TZVPD) of a structure of composition C4H8N2O2.

```
16
Properties=species:S:1:pos:R:3:mulliken_charge:R:1
O 0.443 1.091 1.229 -0.429
O 2.683 0.857 0.361 -0.552
N -0.987 -0.190 -0.272 -0.539
N -2.858 -0.897 0.770 -0.599
C 1.082 0.677 0.326 0.363
C 0.588 -0.050 -2.167 -1.343
C 0.349 -0.350 -0.658 0.451
C -1.458 -1.160 0.434 0.058
H 0.230 -0.740 -2.961 0.360
H 1.602 -0.344 -2.177 0.407
H -2.984 0.385 0.481 0.329
H -1.061 -1.981 1.015 0.314
H -3.357 -0.983 1.715 0.278
H 0.837 -1.286 -0.343 0.265
H 3.036 1.414 1.126 0.318
H 0.242 0.874 -2.669 0.318
```

As for the orbital gap: 10.0 eV. Its relative energy (zero: lowest compared OMol25 entry of this formula, charge and spin) is 4.843 eV. The molar mass comes out at 116.1 u. The calculation puts the lowest unoccupied orbital energy at 0.76 eV. The calculated total energy comes out at -417.07797 a.u. Its highest occupied orbital energy is -0.3393 Ha.

=====

The following is a DFT calculation (ωB97M-V/def2-TZVPD) of a cluster of 2 separate species, C24H30N2O7 in total.

```
63
Properties=species:S:1:pos:R:3:mulliken_charge:R:1
O -1.068 4.785 -0.317 -0.722
O -0.258 -3.018 0.170 -0.306
O 3.447 -3.050 0.808 -0.446
O 1.487 2.642 -0.520 -0.238
O 1.631 1.833 1.726 -0.720
O 1.155 -3.270 -4.562 -0.653
O 3.431 -3.158 -1.723 -0.603
N 0.584 -3.503 -2.495 -0.162
N -0.594 3.285 1.596 0.504
C 2.938 -1.677 0.037 0.668
C 1.184 3.972 0.048 -1.536
C -1.585 -3.144 -3.388 -0.507
C 1.990 1.818 0.475 0.227
C 2.122 0.173 -1.448 -0.518
C 2.581 -0.889 -1.997 0.120
C -2.741 4.737 2.408 -0.919
C 2.969 -2.024 -1.255 -0.021
C -2.941 2.624 1.021 -0.836
C -1.830 5.207 3.703 -1.411
C 2.247 0.522 -0.267 0.344
C -1.115 -2.719 -1.178 0.940
C -0.218 3.927 0.616 1.380
C 3.641 -2.770 2.151 -0.797
C -1.864 3.310 1.958 -0.400
C -2.667 -2.477 -0.886 -0.956
C -2.434 1.086 0.737 -0.622
C 2.632 -0.669 0.711 -0.781
C 1.528 -3.537 -3.431 0.277
C -3.243 -2.460 -1.958 -0.530
C -0.599 -2.503 1.239 -0.367
C -2.727 -2.769 -3.215 -0.740
C -0.616 -3.138 -2.439 0.191
C 2.825 -3.498 -3.184 -0.372
H -3.542 -2.823 -4.196 0.121
H 4.359 -1.825 2.097 0.328
H -0.974 -1.590 1.250 0.120
H -2.748 5.190 1.557 0.657
H 2.793 -0.395 1.605 1.265
H 4.129 -3.599 2.488 0.320
H 2.766 -2.673 2.789 0.186
H -2.079 2.520 3.223 0.271
H 3.650 -2.787 -3.689 0.441
H 3.230 -4.498 -3.344 0.340
H 1.675 1.131 -2.191 0.068
H -4.062 2.574 1.329 0.421
H -2.770 -2.276 0.092 0.789
H 1.447 4.732 -0.607 0.382
H -1.142 -3.263 -4.304 0.635
H -1.787 4.568 4.393 0.538
H 1.587 4.092 0.991 0.578
H -2.467 6.051 4.004 0.403
H -1.433 -3.349 1.771 0.218
H -3.026 0.694 -0.159 0.254
H -1.311 1.223 0.258 -0.016
H 1.198 -3.570 -1.414 0.350
H -2.462 0.463 1.641 0.338
H 2.302 -1.189 -3.207 0.139
H -0.833 5.426 3.437 0.322
H 0.005 2.855 1.973 -0.248
H 0.355 -2.593 2.050 -0.025
H -4.202 -2.184 -1.778 0.489
H -3.677 4.283 2.741 0.435
H -2.869 3.164 0.061 0.394
```

As for the orbital gap: 7.6 eV. Its relative energy (zero: lowest compared OMol25 entry of this formula, charge and spin) is 24.991 eV. The molar mass comes out at 458.5 u. The calculation puts the lowest unoccupied orbital energy at -0.76 eV. The calculated total energy comes out at -1567.84524 a.u. Its highest occupied orbital energy is -0.3075 Ha.